Below is 13 unconnected molecules or ions with the total composition H26O13, with properties calculated with wB97M-V/def2-TZVPD.

Positions of all 39 atoms, in Å:
H -0.1947 0.8307 -0.2962
H 0.1898 -0.6093 0.0014
H -3.2917 -2.0436 -1.8364
H -3.6927 -1.7218 -3.2667
H 1.5941 -1.5956 0.1411
H 2.0326 -2.5921 -0.9194
H -2.7477 2.3625 -0.0880
H -3.5509 2.5223 1.1924
H 1.1969 0.4894 -3.7072
H 2.6692 0.1765 -3.4960
H -0.1533 0.7160 -2.3345
H 0.0050 -0.6674 -1.7254
H 3.1197 1.2200 -0.0433
H 2.5728 1.4179 1.3609
H 1.9059 -0.1662 3.1749
H 0.4139 -0.2109 3.4614
H -1.4908 -2.7645 2.9746
H -1.0372 -1.4123 2.4493
H -0.6750 -3.2227 -3.6216
H -0.7635 -2.0630 -2.6432
H 1.0098 3.8463 0.5497
H 0.9650 2.3637 0.2180
H -0.5592 -3.8079 1.0586
H 0.8712 -3.4893 0.6554
H -0.5933 4.4098 2.2669
H 0.8132 4.8806 1.9349
O 0.0313 0.2391 0.4304
O -3.0850 -1.4521 -2.5688
O 1.9834 -2.4710 0.0355
O -3.3503 1.8876 0.4953
O 2.0348 0.9017 -3.4687
O -0.5459 -0.1642 -2.3355
O 2.3166 1.1211 0.4804
O 1.0498 0.0336 2.7796
O -1.7761 -1.8478 2.8891
O -0.3044 -2.3517 -3.4400
O 1.0816 2.9745 0.9545
O 0.2494 -3.3983 1.3863
O 0.2386 4.6689 2.6792

Output
Kohn-Sham gap = 10.15 eV
HOMO energy = -10.319 eV
E = -27036.7703 eV
ΔE to the lowest compared entry with this formula, charge and spin = 499.5 kJ/mol